(1)
The following is a quantum chemistry calculation of a cluster of 2 separate species, C3H6N2O in total at a distorted geometry, from the Open Molecules 2025 dataset.

Summary:
* highest occupied orbital energy: -7.88 eV
* electronic energy: -8232.85041 eV
* SMILES string: c1c[nH]cn1.O
* energy relative to the best compared isomer or geometry (same formula, charge and spin): 3.848 eV
* frontier orbital gap: 8.5227 eV

Geometry (Å):
C 1.190 -0.131 0.145
C 0.187 -0.843 -0.490
N -0.471 -1.505 0.561
C 0.395 -1.238 1.793
N 1.587 -0.705 1.292
H 1.501 0.950 -0.246
H 0.005 -0.774 -1.480
H -1.528 -1.716 0.710
H 0.149 -1.482 2.827
H -0.216 2.730 -1.816
H -1.817 2.604 -1.730
O -0.983 2.110 -1.565



(2)
The following is a quantum chemistry calculation of a structure of composition C3H6N2O, from the Open Molecules 2025 dataset.

Summary:
* highest occupied orbital energy: -9.27 eV
* electronic energy: -8232.73809 eV
* energy relative to the best compared isomer or geometry (same formula, charge and spin): 3.961 eV
* frontier orbital gap: 9.7253 eV

Geometry (Å):
O 2.784 -0.047 -0.768
C 1.588 -0.099 -0.265
N 0.692 0.901 -0.103
C -0.765 0.667 -0.014
C -1.111 -0.758 0.440
N 1.863 -1.327 -0.035
H 0.978 1.792 -0.509
H -1.213 0.848 -1.004
H -1.196 1.406 0.678
H -0.982 -0.904 1.524
H -2.145 -0.978 0.163
H -0.494 -1.501 -0.106



(3)
The following is a quantum chemistry calculation of the molecule C3H6N2O at a distorted geometry, from the Open Molecules 2025 dataset.

Summary:
* highest occupied orbital energy: -8.36 eV
* electronic energy: -8232.00947 eV
* energy relative to the best compared isomer or geometry (same formula, charge and spin): 4.689 eV
* frontier orbital gap: 8.8801 eV

Geometry (Å):
N 0.486 0.104 1.187
C 0.231 0.520 -0.201
C -0.732 -0.490 -0.816
O 0.154 -1.923 -0.453
C -0.439 1.830 -0.320
N -0.987 2.846 -0.396
H 1.146 0.726 1.647
H -0.390 0.133 1.706
H 1.221 0.599 -0.681
H -0.710 -2.247 -0.149
H -0.584 -0.486 -1.905
H 0.604 -1.610 0.381



(4)
The following is a quantum chemistry calculation of a cluster of 2 separate species, C3H6N2O in total at a distorted geometry, from the Open Molecules 2025 dataset.

Summary:
* highest occupied orbital energy: -9.94 eV
* electronic energy: -8234.82149 eV
* SMILES string: CNC=O.C#N
* energy relative to the best compared isomer or geometry (same formula, charge and spin): 1.877 eV
* frontier orbital gap: 10.8608 eV

Geometry (Å):
C -1.195 0.081 0.405
N -0.763 -0.445 -2.638
C 0.363 -0.440 -2.383
N 0.194 -0.294 0.233
C 1.203 0.528 0.701
O 2.090 0.159 1.439
H -1.455 -0.051 1.459
H -1.352 1.125 0.127
H -1.875 -0.525 -0.207
H 1.413 -0.461 -2.184
H 0.385 -1.245 0.517
H 1.203 1.525 0.220



(5)
The following is a quantum chemistry calculation of a cluster of 2 separate species, C3H6N2O in total at a distorted geometry, from the Open Molecules 2025 dataset.

Summary:
* highest occupied orbital energy: -9.29 eV
* electronic energy: -8235.23149 eV
* SMILES string: c1c[nH]cn1.O
* energy relative to the best compared isomer or geometry (same formula, charge and spin): 1.467 eV
* frontier orbital gap: 10.0532 eV

Geometry (Å):
C 1.238 -0.494 -0.477
C 1.458 0.611 0.301
N 0.370 1.433 0.140
C -0.391 0.872 -0.873
N 0.015 -0.333 -1.154
H 1.963 -1.078 -1.006
H 2.252 0.891 0.973
H 0.470 2.412 0.358
H -1.363 1.342 -0.953
H -2.638 -1.957 0.409
H -1.244 -1.662 1.065
O -2.129 -2.036 1.215



(6)
The following is a quantum chemistry calculation of the molecule C3H6N2O at a distorted geometry, from the Open Molecules 2025 dataset.

Summary:
* highest occupied orbital energy: -7.79 eV
* electronic energy: -8231.77164 eV
* energy relative to the best compared isomer or geometry (same formula, charge and spin): 4.927 eV
* frontier orbital gap: 8.5235 eV

Geometry (Å):
C -0.289 0.114 0.817
C 0.557 -0.310 -0.665
C -0.223 0.914 -1.077
N -0.942 1.039 0.235
N -0.263 -0.622 1.988
O -1.908 1.721 0.560
H 1.647 -0.131 -0.368
H 0.156 -1.209 -1.071
H 0.096 1.825 -1.402
H -0.995 0.559 -1.850
H 0.698 -1.024 2.247
H -0.657 0.002 2.725



(7)
The following is a quantum chemistry calculation of the molecule C3H6N2O, from the Open Molecules 2025 dataset.

Summary:
* highest occupied orbital energy: -9.78 eV
* electronic energy: -8235.66140 eV
* SMILES string: [H]/N=C/N(C)C=O
* energy relative to the best compared isomer or geometry (same formula, charge and spin): 1.037 eV
* frontier orbital gap: 10.5902 eV

Geometry (Å):
C 1.113 -0.294 0.965
N 0.039 0.258 0.147
C -1.093 -0.521 -0.091
N -1.638 -0.579 -1.235
C 0.348 1.277 -0.735
O 1.452 1.766 -0.821
H 1.923 0.437 0.983
H 1.494 -1.223 0.522
H 0.775 -0.487 1.988
H -1.426 -1.049 0.803
H -2.457 -1.182 -1.209
H -0.530 1.599 -1.317



(8)
The following is a quantum chemistry calculation of the molecule C3H6N2O at a distorted geometry, from the Open Molecules 2025 dataset.

Summary:
* highest occupied orbital energy: -9.54 eV
* electronic energy: -8235.30207 eV
* SMILES string: C/N=C/NC=O
* energy relative to the best compared isomer or geometry (same formula, charge and spin): 1.397 eV
* frontier orbital gap: 10.4793 eV

Geometry (Å):
C -2.188 -0.220 -0.773
N -0.881 -0.492 -0.309
C 0.085 0.320 -0.301
N 1.206 -0.303 0.228
C 2.458 0.207 0.457
O 3.413 -0.359 0.936
H -2.872 -0.377 0.067
H -2.299 0.788 -1.181
H -2.426 -0.973 -1.531
H 0.148 1.368 -0.628
H 0.825 -1.223 0.422
H 2.519 1.264 0.139



(9)
The following is a quantum chemistry calculation of the molecule C3H6N2O, from the Open Molecules 2025 dataset.

Summary:
* highest occupied orbital energy: -9.73 eV
* electronic energy: -8235.38128 eV
* SMILES string: [H]/N=C(\C)NC=O
* energy relative to the best compared isomer or geometry (same formula, charge and spin): 1.317 eV
* frontier orbital gap: 10.4533 eV

Geometry (Å):
C -1.226 0.606 0.891
C -0.366 0.261 -0.347
N -0.729 0.578 -1.524
N 0.884 -0.427 -0.486
C 1.847 -1.140 0.180
O 2.794 -1.625 -0.411
H -1.849 1.476 0.628
H -0.730 0.861 1.834
H -1.950 -0.193 1.100
H -1.486 1.223 -1.645
H 1.095 -0.390 -1.483
H 1.716 -1.230 1.264



(10)
The following is a quantum chemistry calculation of the molecule C3H6N2O, from the Open Molecules 2025 dataset.

Summary:
* highest occupied orbital energy: -9.72 eV
* electronic energy: -8235.47842 eV
* SMILES string: NC(=O)[C@H]1CN1
* energy relative to the best compared isomer or geometry (same formula, charge and spin): 1.220 eV
* frontier orbital gap: 10.6953 eV

Geometry (Å):
N 1.722 0.080 -0.441
C 0.922 0.775 0.423
O 1.310 1.716 1.090
C -0.512 0.323 0.480
C -1.240 -0.250 -0.682
N -0.743 -1.119 0.372
H 2.713 0.249 -0.350
H 1.440 -0.852 -0.708
H -1.087 0.899 1.200
H -0.728 -0.359 -1.635
H -2.309 -0.056 -0.751
H -1.488 -1.407 1.000